Record 1
{"formula": "C17H56N2O11", "method": "ωB97M-V/def2-TZVPD", "homo_ha": -0.3452, "charge": 0, "smiles": "NC(N)=O.CCO.CCO.CCO.CCO.CCO.CCO.CO.CO.CO.CO", "gap_ev": 9.30, "species": ["N", "C", "N", "O", "H", "H", "H", "H", "C", "C", "O", "H", "H", "H", "H", "H", "H", "C", "C", "O", "H", "H", "H", "H", "H", "H", "C", "C", "O", "H", "H", "H", "H", "H", "H", "C", "C", "O", "H", "H", "H", "H", "H", "H", "C", "C", "O", "H", "H", "H", "H", "H", "H", "C", "C", "O", "H", "H", "H", "H", "H", "H", "C", "O", "H", "H", "H", "H", "C", "O", "H", "H", "H", "H", "C", "O", "H", "H", "H", "H", "C", "O", "H", "H", "H", "H"], "positions_angstrom": [[-5.4357, -0.2426, 0.8217], [-4.3058, -0.3289, 0.1752], [-4.3760, 0.5070, -0.8100], [-3.2329, -1.1792, 0.3888], [-5.5053, -0.8010, 1.7061], [-6.1654, 0.4071, 0.5753], [-3.6928, 0.3083, -1.5502], [-5.2505, 0.8877, -1.1069], [0.7402, 0.9312, 0.7197], [-0.7090, 0.8302, 0.2291], [-0.5910, -0.2023, -0.7141], [0.9822, 1.7100, 1.3890], [1.5217, 0.8282, 0.0425], [0.8663, 0.1701, 1.4789], [-1.1058, 1.7798, -0.2908], [-1.4329, 0.5843, 0.9856], [-1.4952, -0.2791, -0.9612], [1.1165, 2.6857, -3.4225], [-0.3729, 2.5780, -3.0766], [-1.0306, 3.1477, -4.1890], [1.3907, 2.2704, -4.3341], [1.7197, 2.1479, -2.6512], [1.4794, 3.6589, -3.3408], [-0.5958, 3.0985, -2.1700], [-0.5958, 1.5284, -2.9679], [-1.9705, 2.9715, -4.0187], [1.2764, -1.1603, -3.0162], [1.6281, -2.1101, -4.0363], [0.3827, -2.5360, -4.5518], [0.5754, -1.4878, -2.2643], [0.8331, -0.2397, -3.4180], [2.1578, -0.7888, -2.5072], [2.1395, -2.9657, -3.5598], [2.2474, -1.6313, -4.7358], [0.0278, -1.8285, -5.1891], [5.0565, 0.9745, -0.4152], [6.3728, 0.2956, -0.1704], [6.0369, -0.9689, 0.2740], [4.3721, 0.8781, 0.4051], [4.5642, 0.4794, -1.2413], [5.1565, 2.0292, -0.5891], [7.0152, 0.7292, 0.7350], [6.9933, 0.1703, -1.1507], [6.8346, -1.4951, 0.1343], [-4.8619, 2.4683, 2.7441], [-3.4747, 2.2487, 2.1190], [-3.6351, 2.5585, 0.8085], [-5.2997, 3.3785, 2.5932], [-4.7484, 2.4589, 3.8669], [-5.4827, 1.6838, 2.3695], [-3.2610, 1.1994, 2.0098], [-2.5815, 2.6329, 2.6526], [-3.9077, 1.8339, 0.2851], [-0.3874, 1.1599, 4.0162], [-1.3516, -0.0279, 4.0031], [-1.2693, -1.0383, 5.0133], [-0.5570, 1.8551, 3.2533], [0.6606, 0.9349, 3.8124], [-0.5271, 1.6933, 4.9195], [-1.3160, -0.6203, 3.0885], [-2.3865, 0.4429, 4.0404], [-1.6587, -0.6934, 5.8284], [2.6509, -2.3578, 0.1044], [3.7622, -2.6229, -0.7462], [2.6002, -2.8111, 1.0494], [1.7411, -2.7769, -0.2779], [2.7309, -1.2763, 0.1546], [4.4183, -2.1915, -0.2091], [-2.3515, -1.2673, -2.8235], [-2.6230, 0.1338, -2.9182], [-1.4782, -1.6270, -3.3056], [-3.1102, -1.8452, -3.3579], [-2.4031, -1.6533, -1.7724], [-2.8524, 0.3174, -3.7973], [3.8316, -0.4272, 2.9845], [3.9825, -0.8783, 4.2492], [2.8418, -0.0595, 2.7238], [4.1126, -1.2295, 2.2838], [4.4493, 0.4644, 2.8797], [3.1181, -1.2994, 4.5385], [-0.8750, -3.5693, 0.4948], [-0.2917, -2.3842, 1.0842], [-1.9689, -3.3872, 0.4422], [-0.7107, -4.4948, 1.0598], [-0.5413, -3.6511, -0.5253], [-0.6107, -1.6166, 0.6496]]}

***

Record 2
{"formula": "C20H24N2O4", "method": "ωB97M-V/def2-TZVPD", "homo_ha": -0.2962, "charge": 0, "smiles": "CC(C)(C)c1ccc(Oc2ccc(NC(=O)CCCC(=O)O)cn2)cc1", "gap_ev": 8.45, "species": ["C", "C", "C", "C", "C", "C", "C", "C", "O", "C", "C", "C", "C", "N", "C", "O", "C", "C", "C", "C", "O", "O", "C", "N", "C", "C", "H", "H", "H", "H", "H", "H", "H", "H", "H", "H", "H", "H", "H", "H", "H", "H", "H", "H", "H", "H", "H", "H", "H", "H"], "positions_angstrom": [[-1.5803, 1.9424, 5.4049], [-0.0796, 2.2157, 5.2741], [0.6120, 1.7078, 6.5471], [0.1200, 3.7323, 5.1434], [0.5383, 1.5283, 4.0664], [-0.1886, 0.7322, 3.1912], [0.4011, 0.1202, 2.0978], [1.7518, 0.3031, 1.8509], [2.4532, -0.3085, 0.8327], [1.9050, -0.5828, -0.3659], [2.6772, -1.3472, -1.2508], [2.1808, -1.6169, -2.5056], [0.9219, -1.1172, -2.8540], [0.3119, -1.3170, -4.0948], [0.7510, -2.0734, -5.1371], [1.7876, -2.7010, -5.1331], [-0.1459, -2.0680, -6.3725], [-1.6086, -1.6791, -6.1796], [-2.3380, -2.6219, -5.2064], [-3.4124, -1.9106, -4.4253], [-4.5701, -2.2146, -4.3752], [-2.9173, -0.8576, -3.7448], [0.2409, -0.3703, -1.8987], [0.7137, -0.1096, -0.6938], [2.5010, 1.0875, 2.7213], [1.8984, 1.6863, 3.8074], [-1.7754, 0.8800, 5.5299], [-1.9676, 2.4596, 6.2805], [-2.1211, 2.3053, 4.5341], [1.6748, 1.9325, 6.5373], [0.1726, 2.1768, 7.4250], [0.4926, 0.6300, 6.6348], [-0.3472, 4.0951, 4.2303], [1.1742, 3.9923, 5.1125], [-0.3323, 4.2443, 5.9902], [-1.2418, 0.5665, 3.3475], [-0.1914, -0.4939, 1.4400], [3.6427, -1.7063, -0.9351], [2.7429, -2.2036, -3.2131], [-0.5879, -0.8643, -4.1765], [-0.0762, -3.0681, -6.8052], [0.3205, -1.3828, -7.0862], [-1.6800, -0.6464, -5.8311], [-2.1074, -1.7148, -7.1498], [-1.6287, -3.0237, -4.4787], [-2.7922, -3.4580, -5.7366], [-3.6220, -0.4287, -3.2346], [-0.7386, 0.0423, -2.1087], [3.5557, 1.2157, 2.5325], [2.5089, 2.2901, 4.4614]]}

***

Record 3
{"formula": "C17H13CaN4OS2", "method": "ωB97M-V/def2-TZVPD", "homo_ha": [-0.1982, -0.2695], "multiplicity": 2, "charge": 0, "gap_ev": [5.82, 7.51], "species": ["Ca", "O", "N", "C", "C", "C", "C", "C", "S", "H", "H", "H", "H", "N", "C", "C", "C", "C", "C", "C", "S", "N", "C", "C", "C", "C", "C", "C", "N", "H", "H", "H", "H", "H", "H", "H", "H", "H"], "positions_angstrom": [[1.2046, -0.6654, -0.4678], [3.0832, -1.5738, -0.4254], [3.6665, -2.1416, 0.6386], [4.9145, -2.6358, 0.4568], [5.5905, -3.2300, 1.4747], [4.9601, -3.3181, 2.7227], [3.7014, -2.8119, 2.8861], [2.9937, -2.1919, 1.8302], [1.4016, -1.5448, 2.0172], [5.2877, -2.5091, -0.5469], [6.5838, -3.6146, 1.2933], [5.4668, -3.7860, 3.5576], [3.1907, -2.8656, 3.8375], [-2.4673, 1.4544, -1.3982], [-3.6012, 0.6224, -1.3542], [-4.8553, 1.1644, -1.1050], [-5.9804, 0.3530, -1.1054], [-5.8564, -1.0129, -1.3232], [-4.5972, -1.5551, -1.5522], [-3.4717, -0.7406, -1.5940], [-1.8857, -1.3538, -2.0287], [-0.8603, -0.2746, -1.1900], [-1.1982, 1.0163, -1.0693], [-0.2413, 1.9623, -0.5814], [-0.5832, 3.2576, -0.1052], [0.3866, 4.0958, 0.3541], [1.7447, 3.6868, 0.3470], [2.0171, 2.4262, -0.1123], [1.0878, 1.5529, -0.5476], [-2.6426, 2.4334, -1.2536], [-4.9501, 2.2302, -0.9195], [-6.9536, 0.7913, -0.9220], [-6.7300, -1.6520, -1.3104], [-4.4836, -2.6208, -1.7166], [-1.6169, 3.5764, -0.0657], [0.1126, 5.0730, 0.7326], [2.5404, 4.3337, 0.6868], [3.0408, 2.0682, -0.1409]]}